{
  "formula": "C39H120N22O17",
  "method": "ωB97M-V with the def2-TZVPD basis set",
  "symbols": ["O", "O", "O", "O", "O", "O", "O", "O", "O", "O", "O", "O", "O", "O", "O", "O", "O", "N", "N", "N", "N", "N", "N", "N", "N", "N", "N", "N", "N", "N", "N", "N", "N", "N", "N", "N", "N", "N", "N", "C", "C", "C", "C", "C", "C", "C", "C", "C", "C", "C", "C", "C", "C", "C", "C", "C", "C", "C", "C", "C", "C", "C", "C", "C", "C", "C", "C", "C", "C", "C", "C", "C", "C", "C", "C", "C", "C", "C", "H", "H", "H", "H", "H", "H", "H", "H", "H", "H", "H", "H", "H", "H", "H", "H", "H", "H", "H", "H", "H", "H", "H", "H", "H", "H", "H", "H", "H", "H", "H", "H", "H", "H", "H", "H", "H", "H", "H", "H", "H", "H", "H", "H", "H", "H", "H", "H", "H", "H", "H", "H", "H", "H", "H", "H", "H", "H", "H", "H", "H", "H", "H", "H", "H", "H", "H", "H", "H", "H", "H", "H", "H", "H", "H", "H", "H", "H", "H", "H", "H", "H", "H", "H", "H", "H", "H", "H", "H", "H", "H", "H", "H", "H", "H", "H", "H", "H", "H", "H", "H", "H", "H", "H", "H", "H", "H", "H", "H", "H", "H", "H", "H", "H", "H", "H", "H", "H", "H", "H"],
  "xyz": [[-6.952, 0.936, 1.348], [-3.613, -1.569, 4.370], [-2.046, 1.518, -2.626], [-5.625, -3.310, -1.450], [2.288, 3.603, -5.700], [-0.377, -2.002, 7.844], [-2.722, 4.604, -1.719], [2.992, 1.413, -1.176], [-5.224, -1.423, -5.120], [0.925, -1.602, -3.898], [2.360, -4.535, 0.361], [5.498, 0.485, -1.140], [2.864, 2.075, 3.912], [3.406, 3.667, 0.658], [5.289, -1.686, 3.019], [-1.543, 3.952, 3.559], [-1.689, -1.209, 1.381], [0.906, 1.428, 0.443], [-2.051, 3.717, 1.387], [1.473, 1.864, -4.605], [4.200, -3.338, -4.522], [5.508, 4.471, 0.487], [5.182, 0.486, 2.763], [-5.637, -0.608, 4.301], [-3.491, -4.990, -2.037], [8.841, 1.981, -1.778], [-3.460, -0.133, -4.669], [1.010, 2.793, 4.938], [-4.573, -0.662, 2.497], [1.527, -1.861, 5.579], [3.000, 3.191, -3.637], [-5.089, 3.720, -0.252], [-3.630, 3.909, 2.856], [-4.258, -1.267, -3.081], [1.330, 3.570, 3.037], [0.266, 6.719, -1.187], [5.141, -4.633, 2.823], [3.772, -0.469, 4.202], [3.817, 5.754, 0.207], [4.750, -0.626, 3.300], [0.305, 0.153, 0.462], [-4.483, -5.894, -3.949], [6.851, 0.507, -1.564], [0.971, -4.444, 0.366], [-0.133, -2.640, 3.965], [-4.426, -4.659, -3.085], [7.354, 1.989, -1.724], [-0.649, -2.523, 6.510], [6.695, 2.603, -2.929], [0.112, -1.915, 5.292], [4.394, -4.922, 1.562], [-1.929, 5.840, -1.465], [-5.760, -4.234, -2.497], [-1.246, -2.547, 8.908], [-2.279, -1.844, 0.237], [-6.172, 2.118, 1.181], [2.738, -2.324, -6.096], [2.922, -4.600, 1.715], [-0.256, -1.821, -3.224], [-4.561, 1.314, -0.745], [-2.990, 4.404, -3.094], [2.190, 3.031, -4.653], [0.304, 4.426, -1.286], [-4.513, -1.032, 3.766], [-0.930, 0.082, 1.338], [1.477, -0.652, 1.105], [4.696, -6.353, 0.995], [1.811, 2.695, 3.904], [-8.166, 0.826, 0.611], [-5.572, 2.354, -0.244], [-2.334, 3.806, 2.643], [-6.552, -3.460, -0.310], [1.864, -2.648, -3.845], [-0.461, 5.639, -1.829], [-4.361, -0.963, -4.358], [4.208, 4.580, 0.495], [3.156, -2.301, -4.615], [5.045, -0.904, -0.970], [2.148, -2.771, -2.797], [2.854, 5.930, -0.041], [3.301, -1.287, 4.562], [2.879, -3.642, 2.233], [-0.224, 7.542, -1.513], [-6.390, 2.398, -0.965], [4.789, 1.333, 3.147], [4.773, -4.245, 0.795], [-2.296, 6.789, -1.858], [-3.857, -4.541, -1.209], [5.864, 0.468, 2.020], [-6.404, -3.932, -3.323], [-2.347, -2.932, 0.249], [-4.128, 4.358, 3.609], [-3.578, 1.594, -0.364], [-3.501, -6.031, -4.400], [6.009, -5.149, 2.822], [-5.233, -5.790, -4.733], [2.490, -5.429, 2.277], [0.028, -3.717, 4.012], [-0.442, -3.584, 6.659], [5.914, 3.550, 0.556], [5.864, -1.619, -1.054], [-4.482, 1.371, -1.830], [-6.768, -4.495, -0.041], [-0.072, 3.505, -1.734], [1.529, 1.134, -3.910], [-0.988, -1.050, -3.467], [-0.976, -1.975, 9.795], [1.417, -3.603, -4.122], [3.726, -4.203, -4.743], [0.033, -0.829, 5.231], [-4.476, 3.959, -1.019], [-3.564, -5.987, -1.888], [-6.252, -2.992, 0.627], [-3.787, -0.918, 1.917], [-4.904, 0.310, -0.493], [-1.098, -3.617, 9.056], [-5.852, 4.361, -0.089], [3.561, -1.848, -6.628], [-3.274, -1.464, -0.001], [1.572, 1.535, -0.311], [4.497, -7.134, 1.731], [3.155, 2.272, -0.781], [0.604, -2.354, 3.215], [1.259, -1.715, 1.219], [7.534, -0.103, -0.971], [4.429, -3.476, -3.546], [-6.153, 0.161, 3.901], [1.783, -0.329, 2.099], [-6.847, 2.918, 1.487], [4.245, -6.507, 0.015], [3.867, 1.063, -1.361], [-0.577, -2.856, -3.342], [1.160, 6.779, -1.655], [1.355, 4.353, -1.564], [7.041, 2.544, -0.839], [-1.968, 6.058, -0.397], [4.635, -1.131, 0.014], [6.111, 5.272, 0.371], [-8.164, 0.294, -0.341], [3.488, -1.341, -4.219], [0.505, 4.121, 3.220], [-1.856, -1.594, -0.737], [5.350, -3.645, 2.861], [9.177, 2.901, -1.530], [2.310, -0.704, 0.403], [9.281, 1.361, -1.113], [-3.967, -3.764, -3.507], [1.311, 2.396, 5.816], [-1.570, 0.954, 1.193], [3.475, 4.082, -3.620], [-1.068, 3.544, 1.228], [-8.850, 0.312, 1.286], [-6.175, -5.207, -2.228], [-0.357, 5.759, -2.908], [-2.146, 4.096, -3.712], [-3.603, 3.503, -3.123], [3.286, 0.414, 4.132], [0.227, 4.367, -0.201], [4.318, -1.212, -1.723], [5.748, -6.611, 0.872], [-2.671, 4.096, 0.686], [-1.726, -2.353, 6.486], [0.933, 1.684, -5.438], [-5.711, -0.848, 5.279], [0.472, -5.413, 0.400], [-3.130, 0.450, -3.913], [6.834, 0.048, -2.553], [-7.506, -3.024, -0.608], [-0.093, -0.107, -0.520], [4.512, 6.480, 0.111], [-1.132, -2.451, 3.571], [-1.351, 1.191, -2.053], [1.707, -2.805, 5.893], [-4.715, -6.879, -3.541], [1.753, 3.537, 2.120], [-3.259, 0.176, -5.609], [5.712, 2.233, -3.219], [-4.263, 3.593, 2.135], [6.492, 3.651, -2.705], [2.584, 2.797, -2.804], [1.405, 1.505, 1.318], [0.041, 3.057, 4.829], [-3.503, -0.838, -2.568], [0.579, -3.771, 1.129], [1.721, -1.137, 6.255], [-3.393, 5.347, -3.463], [0.673, -4.011, -0.590], [-5.357, 2.013, 1.898], [-4.867, -1.938, -2.634], [-8.688, 1.736, 0.314], [0.031, -1.603, -2.194], [1.934, -1.587, -6.122], [2.486, -3.304, -6.500], [-1.804, 2.428, -2.802], [7.345, 2.635, -3.804], [-5.494, -0.432, 2.155], [-0.608, 0.386, 2.334], [-2.330, -2.491, 8.797]],
  "homo_energy_ha": -0.3002,
  "homo_lumo_gap_ev": 8.08
}

---

{
  "formula": "C39H19BrN10O2Pb",
  "method": "ωB97M-V with the def2-TZVPD basis set",
  "symbols": ["Pb", "Br", "O", "O", "N", "N", "N", "N", "N", "N", "N", "N", "N", "N", "C", "C", "C", "C", "C", "C", "C", "C", "C", "C", "C", "C", "C", "C", "C", "C", "C", "C", "C", "C", "C", "C", "C", "C", "C", "C", "C", "C", "C", "C", "C", "C", "C", "C", "C", "C", "C", "C", "C", "H", "H", "H", "H", "H", "H", "H", "H", "H", "H", "H", "H", "H", "H", "H", "H", "H", "H", "H"],
  "xyz": [[-0.111, -0.844, 0.079], [-0.969, -3.076, 2.682], [3.927, -2.585, -1.157], [1.975, -1.498, -1.108], [-1.178, 0.151, -3.253], [0.607, 0.560, -1.786], [0.477, 1.542, 3.011], [2.740, 1.206, -1.026], [-1.695, -3.439, -1.657], [-1.327, 0.994, 1.617], [1.571, 0.947, 1.019], [1.154, -2.938, 0.989], [-2.056, 0.030, -1.050], [-3.452, 0.360, 0.828], [1.972, 0.542, -1.857], [-4.174, 0.843, -3.908], [1.244, -0.628, -5.193], [-3.880, -0.317, 3.886], [-0.712, 1.044, 2.818], [-1.505, 0.435, 5.235], [-2.558, 0.479, 1.778], [2.376, 2.822, 2.090], [-3.215, 0.365, -0.461], [2.465, 1.535, 0.201], [-2.145, 0.243, -2.382], [3.070, 2.687, 0.876], [2.383, 0.107, -3.192], [2.952, -4.458, 0.733], [0.661, -3.707, 1.930], [-1.122, -2.601, -1.116], [-2.605, -0.060, 5.929], [1.389, 1.730, 2.089], [-5.539, 1.045, -1.434], [1.252, -4.879, 2.368], [2.277, -3.294, 0.385], [4.079, 3.551, 0.512], [-4.204, 0.705, -1.486], [2.806, -2.374, -0.739], [-3.767, -0.427, 5.268], [1.195, -0.173, -3.890], [2.497, -0.827, -5.764], [3.664, -0.549, -5.067], [4.416, 4.550, 1.419], [-6.189, 1.289, -2.639], [-3.523, 0.619, -2.714], [3.622, -0.059, -3.766], [-2.800, 0.191, 3.197], [3.743, 4.679, 2.625], [2.433, -5.255, 1.741], [2.702, 3.825, 2.977], [0.108, 0.130, -2.951], [-5.524, 1.181, -3.852], [-1.619, 0.564, 3.867], [-0.598, 0.711, 5.752], [4.037, 5.461, 3.308], [-2.550, -0.160, 7.004], [-3.651, 0.748, -4.847], [-4.601, -0.811, 5.835], [5.214, 5.238, 1.187], [0.342, -0.830, -5.750], [2.176, 3.945, 3.909], [-6.056, 1.101, -0.489], [-7.235, 1.556, -2.634], [2.937, -6.164, 2.035], [3.857, -4.704, 0.201], [4.583, 3.440, -0.436], [-6.071, 1.354, -4.767], [4.618, -0.725, -5.538], [4.518, 0.168, -3.214], [0.803, -5.471, 3.148], [2.568, -1.214, -6.770], [-4.780, -0.605, 3.370]],
  "homo_energy_ha": -0.2678,
  "homo_lumo_gap_ev": 4.69,
  "de_lowest_kj_mol": 230.7
}

---

{
  "formula": "C39H24Cl2F15GeNORuSSb2",
  "method": "ωB97M-V with the def2-TZVPD basis set",
  "symbols": ["Sb", "Sb", "Ru", "Ge", "Cl", "Cl", "S", "F", "F", "F", "F", "F", "F", "F", "F", "F", "F", "F", "F", "F", "F", "F", "O", "N", "C", "C", "C", "C", "C", "C", "C", "C", "C", "C", "C", "C", "C", "C", "C", "C", "C", "C", "C", "C", "C", "C", "C", "C", "C", "C", "C", "C", "C", "C", "C", "C", "C", "C", "C", "C", "C", "C", "C", "H", "H", "H", "H", "H", "H", "H", "H", "H", "H", "H", "H", "H", "H", "H", "H", "H", "H", "H", "H", "H", "H", "H", "H"],
  "xyz": [[0.628, -1.773, 2.198], [3.277, -1.441, -0.585], [0.706, -1.417, -0.359], [-2.025, 1.932, -0.249], [-2.162, -5.674, -0.720], [-1.613, -4.738, -5.960], [-0.231, 0.641, -0.478], [-1.451, 1.186, -3.361], [-3.864, -0.245, -0.991], [-5.207, 5.095, -2.807], [-3.268, 2.693, 2.569], [0.025, 6.807, 0.692], [-1.398, 5.029, -0.839], [-4.431, 4.293, -5.299], [-0.652, 1.665, 2.298], [-4.041, 3.889, -0.595], [-5.599, 1.856, 3.709], [1.148, 5.971, 3.027], [0.832, 3.369, 3.845], [-2.575, 2.314, -5.583], [-6.256, -1.127, 0.098], [-7.110, -0.037, 2.455], [-0.399, -3.286, -0.454], [0.530, -1.733, -2.381], [4.231, 0.897, 4.314], [-5.537, -0.196, 0.711], [-3.710, 3.545, -1.850], [-0.494, 2.963, 1.941], [4.714, -1.821, 1.051], [-1.084, 3.359, 0.756], [-3.565, 1.218, 0.782], [-4.339, 0.247, 0.170], [4.211, -2.729, -2.031], [-2.744, 2.562, -1.976], [-2.946, 2.725, -4.373], [5.204, 1.118, 3.334], [-0.151, 5.562, 1.104], [0.257, 3.816, 2.727], [-0.148, -0.694, 3.879], [-1.511, -4.728, -1.980], [0.788, -1.167, -4.680], [-2.378, 2.153, -3.241], [-0.195, -2.816, -2.737], [-4.296, 4.149, -2.952], [-5.200, 1.335, 2.559], [2.618, -2.263, 3.130], [-0.888, 4.660, 0.339], [-0.232, -3.706, 2.563], [5.332, 0.236, 2.280], [-4.009, 1.756, 1.977], [0.423, 5.136, 2.304], [0.989, -0.925, -3.322], [-5.971, 0.361, 1.919], [0.074, -2.281, -5.072], [-1.266, -4.284, -4.353], [-1.769, -5.040, -3.309], [3.522, -1.116, 3.163], [4.516, -0.890, 2.174], [-3.899, 3.732, -4.228], [-0.695, -3.611, -1.649], [3.409, -0.203, 4.221], [4.057, 0.481, -1.163], [-0.462, -3.133, -4.093], [2.978, -3.121, 2.569], [6.100, 0.397, 1.534], [3.768, 1.221, -0.419], [-1.314, -3.629, 2.472], [4.610, -2.869, 1.331], [3.664, 0.771, -2.134], [0.026, -4.040, 3.566], [-0.084, -2.500, -6.117], [0.134, -4.412, 1.820], [1.531, -0.048, -2.982], [1.191, -0.475, -5.402], [4.139, -3.760, -1.689], [5.860, 1.973, 3.407], [5.257, -2.455, -2.126], [5.140, 0.417, -1.221], [-1.209, -0.523, 3.724], [5.679, -1.671, 0.568], [-2.380, -5.904, -3.523], [-0.003, -1.309, 4.761], [2.667, -0.386, 4.983], [3.722, -2.633, -2.999], [4.124, 1.588, 5.136], [0.362, 0.257, 3.992], [2.317, -2.561, 4.131]],
  "homo_energy_ha": [-0.4765, -0.4778],
  "homo_lumo_gap_ev": [6.34, 4.19],
  "multiplicity": 5,
  "de_lowest_kj_mol": 126.5,
  "total_charge": 2
}